Formula: C30H66Br4N6O12
Source: OMol25
Level of theory: ωB97M-V with the def2-TZVPD basis set

Calculated values
E_tot: -345861.666 eV
M: 1022.5 g/mol
Total charge: 0

Geometry (Å):
C 1.1172 1.9857 -4.0011
O -3.4467 -1.4451 -1.6258
H 0.6233 -0.7019 -6.6569
C 0.2781 4.6032 -0.0400
C -0.5377 -0.0817 -0.6301
H 0.9009 -2.3010 -7.3790
H 0.5102 0.2126 -0.5699
H -3.8794 7.7117 2.8998
H -4.4884 7.9527 1.2805
H 3.1578 -1.2975 -3.7714
H -0.3025 -1.2236 -8.0577
N -3.8636 -1.4199 4.5987
H -6.6859 -2.6885 0.8392
N -5.2170 -2.3301 -0.5564
Br -1.6107 1.3789 0.1467
C -0.9273 6.4819 0.7223
C 2.2614 -0.1301 2.2748
C 0.9797 2.6158 3.2627
H 0.2232 4.7425 -1.1178
H -3.6845 -3.7516 -0.8406
H -1.8703 -1.1278 5.0922
H -1.9303 -2.3240 -4.5206
H 5.3800 2.9451 -1.7860
H 3.8933 -4.9700 -3.0660
C 0.6221 -3.4596 2.8021
H -5.8086 -1.3827 3.6994
C 3.4395 -1.6659 0.9320
H 2.4427 2.9655 0.9360
O 0.7797 -1.8727 5.0712
H -1.8287 -1.6301 0.1775
H 4.3213 3.7453 1.6478
C 4.7930 2.1521 -1.3216
H -1.8073 -3.2582 -7.6327
H 5.7390 2.8908 1.1367
O 5.1851 -1.0015 -2.3506
C -2.4568 -1.3267 4.2010
C -1.1914 -1.6968 -5.0368
H 3.1316 -4.9059 4.6321
Br 2.2782 3.5716 -4.0820
C -0.1332 2.2272 -3.1955
H 1.2303 0.7945 4.4980
N -0.8061 -2.1998 -6.2416
H 0.1115 2.5456 -2.1846
H 4.3778 -4.5460 -1.4944
H -0.1727 -2.7672 3.0616
O 1.0499 0.3185 2.4686
H 1.7572 1.2058 -3.5983
H -4.4587 -1.1464 2.5980
C -4.6710 -3.6487 -0.3975
O 2.0062 2.0695 -0.8639
C 2.9367 -2.3603 -3.6358
H 1.8829 -2.3743 -3.3406
H -6.7831 -1.0714 0.1739
H 5.5186 1.3816 -1.0413
C -4.2875 -1.0010 5.8057
C -6.5853 -2.1067 -0.0820
H 0.0933 -4.3700 2.4997
N 4.0967 2.5719 -0.1268
O -2.0743 6.8117 1.3120
H 0.8500 3.1978 4.1748
H -3.9845 9.3483 2.2558
H 3.1730 -4.5122 2.8549
H 1.0825 -3.0341 1.9099
C -4.5625 -1.3142 -1.1547
C 2.7616 2.5060 -0.0113
H -0.4100 -1.2558 1.1164
H -5.3738 -4.3978 -0.7650
C 0.1413 -1.5594 -7.1166
O -3.5637 -0.5579 6.6745
H 3.6598 -2.5951 1.4629
C 4.9277 -2.1630 -2.1513
H -5.3743 -1.1808 5.8899
H 2.0743 -3.2817 5.8062
H 3.0349 -2.8106 -4.6253
H -0.7671 -0.1334 -1.6918
H -4.7349 -2.7345 3.2424
Br 0.3181 -2.7137 -0.8262
H -0.4792 -4.2143 -6.7536
O 2.2560 -1.0095 1.2844
N 1.5409 -3.6705 3.8840
H 0.2012 3.5392 0.1786
H -5.1378 -0.3828 -1.1741
H 0.2877 2.9329 2.4868
H 1.1941 4.9264 0.4504
C -4.7784 -1.6716 3.5024
C 2.5549 -4.6758 3.7403
H -0.7653 1.3478 -3.1326
H 2.0137 2.7552 2.9472
H -2.3081 -0.5156 3.4843
H -2.2295 -2.2913 3.7468
O -0.7362 -0.6647 -4.5851
H 0.8043 1.6995 -5.0032
C 3.6786 -4.2468 -2.2748
H -2.2797 8.6284 0.4477
C -0.7757 -1.3747 0.0959
C -3.7522 8.3141 1.9992
H 5.5375 -2.8289 -1.5239
C -2.3639 8.2129 1.4537
C 4.8595 3.4199 0.7584
Br -1.1695 3.7029 -3.9699
H 4.2858 -0.9785 0.9246
C 0.7460 1.1294 3.5790
C -1.3054 -3.5039 -6.6944
O -0.0691 7.2798 0.4352
H -0.3029 1.0027 3.8526
H 5.2379 4.3159 0.2602
H 2.6303 -4.2644 -1.9946
H -2.0322 -3.9830 -6.0404
H 4.1535 1.6527 -2.0395
H -7.2889 -2.5298 -0.8010
C 1.4431 -2.8883 4.9912
H -1.6197 8.6717 2.1057
O -0.9025 5.1865 0.5166
O 3.2536 0.2346 2.8513
N 3.8632 -2.8362 -2.6419
H -4.4994 -3.8989 0.6566
H 2.0589 -5.6367 3.5294
H 3.3329 -1.9912 -0.1042